No. 1
Here is a 8-piece molecular cluster, C26H42Br16O4 overall from the Open Molecules 2025 dataset. Energies are from ωB97M-V with the def2-TZVPD basis set.

Structure (XYZ):
```
88
Properties=species:S:1:pos:R:3
Br 7.1476 -4.9316 0.6487
H -3.8070 4.0729 -6.9092
C 1.1137 0.3542 -4.0511
Br -4.5394 -2.0955 6.7013
H -6.5386 -0.4139 -1.2994
H -3.9244 -0.9558 2.6456
H -8.7752 -1.1004 -0.1374
H 0.4480 0.0711 -3.2360
H -1.2215 -3.5523 7.9586
H 1.2947 -5.4294 2.2887
H 3.0267 -5.0383 2.2029
C 1.7539 2.4812 0.6255
H 1.0650 -4.3765 -0.0909
H 2.2533 6.2538 2.3943
H -7.5180 -2.3551 -0.1983
Br -2.6899 -1.3929 0.5509
H 3.2624 5.9953 -0.5050
H -5.7837 -0.4686 0.3073
H -3.0272 2.9904 -1.4906
H -3.7731 -4.1109 7.9569
O 5.6957 -1.6231 2.3137
H 1.0253 1.4004 -5.9663
H 1.7078 6.7009 0.1235
H 1.7391 -0.4997 -4.3176
C -6.7261 -0.3568 -0.2271
Br -3.3905 -4.7033 2.0243
O 1.5296 4.6818 -0.3320
H -4.8007 -2.1415 1.6534
C 4.6034 2.2498 -0.5455
Br -7.3413 1.4668 0.0833
H -5.2063 4.3477 -7.9696
H -0.1272 0.0599 -5.7840
O 3.4746 3.3497 -2.4925
C -4.3551 3.6949 -7.7711
H 7.2296 -5.1199 3.1343
H 0.8904 2.6851 1.3233
O 2.0005 0.0269 0.7558
C 2.1283 -5.2248 1.6154
Br -1.0357 2.1104 -4.7504
H -2.1419 -2.8158 3.0741
H -4.8030 4.8573 -1.9190
H -3.7228 -3.0675 3.8439
H 2.8285 4.5489 2.0763
C -4.7090 3.9411 -2.5037
Br 2.4185 -6.8902 0.6459
Br -3.5630 4.4108 -4.0079
C -1.9402 -3.1789 7.2284
C -3.3248 -3.1272 7.8238
H 1.4044 -3.2370 1.2297
Br 9.8715 -6.3544 2.6948
H -3.9584 2.9331 -9.7771
H -3.2574 4.5269 -9.4219
H -4.6106 2.7425 -0.7215
Br 2.3504 1.6894 -3.3358
C 0.3804 0.8735 -5.2635
C 2.8600 5.6062 1.6670
H 3.8307 -1.4685 1.5003
H 3.9675 5.9132 1.6783
C 9.2440 -4.5137 2.5568
C 2.1996 3.4380 -0.3209
H 7.3852 -3.4336 2.5957
H 9.7588 -4.0656 1.7079
Br -7.8286 -1.5711 2.1231
C 4.1547 1.2819 0.3926
C 3.4327 3.0676 -1.2711
C 1.7860 -4.0959 0.6757
C 7.7415 -4.4529 2.4419
C 5.2770 0.4769 1.1754
C 4.8371 -0.9614 1.6807
H 5.6948 2.4526 -0.7599
C -3.8272 -1.8718 2.0610
H -3.3114 -2.6062 8.7820
Br -4.2811 1.1086 -2.5422
Br -5.1359 1.9893 -7.2433
C 2.3640 5.7592 0.1544
C -3.2046 -2.9665 2.8902
C -4.0910 2.8432 -1.6752
H 9.5784 -4.0302 3.4756
H 5.5135 1.0913 2.1197
H -5.6829 3.6770 -2.9141
C 2.5859 1.1112 0.6155
H 6.2508 0.4383 0.5893
Br -1.7791 2.7380 -8.5795
Br -1.8565 -4.4378 5.7429
H -1.5987 -2.2166 6.8490
Br 3.3718 -3.4399 -0.2489
C -3.4994 3.5488 -9.0047
C -7.7690 -1.3651 0.1851
```

Values from the calculation:
strongest force on any atom = 5.78 eV/Å
HOMO-LUMO gap = 7.8824 eV
HOMO level = -0.3418 hartree

***

No. 2
Here is C18H22N2O4S as an isolated structure from the Open Molecules 2025 dataset. Energies are from ωB97M-V with the def2-TZVPD basis set.

Structure (XYZ):
```
47
Properties=species:S:1:pos:R:3
C 0.7758 -0.4326 0.5603
H -3.0904 3.7865 -1.1478
H -2.8087 -2.0397 1.7356
C -1.7036 3.1636 0.5147
H -3.7035 2.8438 0.2827
C -0.4241 -1.0136 0.6787
H -1.9876 -1.8616 -2.9048
C -1.3225 -0.4198 1.4805
O 0.5817 0.7626 1.4161
H -1.6695 2.4938 -2.7994
S -3.7994 0.2689 1.2317
H -0.7769 3.3732 -0.0172
N -0.6165 0.4010 1.8732
H -1.1248 0.4446 -3.8139
H -1.5090 2.7962 1.2876
C 4.0556 0.5843 -0.6126
H 4.2321 -0.1911 -1.2608
C -1.8118 0.4897 -2.7425
C 5.3236 0.4925 0.2961
H -3.2125 -1.7982 -0.7408
H 0.8957 -2.3439 -1.0808
H 7.9013 -0.5238 1.0744
H 8.8082 0.5036 0.1303
C 1.9476 -0.4165 -0.3684
C -0.5999 -2.3596 0.1187
C -2.8448 -0.7577 -1.0414
H 7.8749 1.2712 1.3707
H 6.6266 1.4935 -0.8396
O 2.0921 -1.2844 -1.1865
H 4.0239 1.7186 -0.9212
C -2.9190 0.4918 -0.5393
H 2.4962 1.3494 0.8183
H 5.0852 1.2479 1.1279
C -1.9652 1.6965 -2.1837
H -1.9856 4.2873 1.0688
C 7.8251 0.5147 0.6885
O -1.5179 -3.2298 0.3388
H -2.8377 -0.7272 3.1572
H 6.5945 -0.0444 -1.2238
C -2.9060 3.0843 -0.5823
H 5.2298 -0.6294 0.6538
N 2.7433 0.4239 0.1671
C 6.7772 0.7502 -0.4047
C -2.6108 -0.8721 1.8403
O 0.1376 -2.9627 -0.6236
C -2.6976 1.6549 -0.8514
C -2.1866 -0.8075 -2.4564
```

Values from the calculation:
strongest force on any atom = 19.66 eV/Å
HOMO-LUMO gap = 7.9640 eV
ΔE to the lowest compared entry with this formula, charge and spin = 450.2 kcal per mole
HOMO level = -0.3048 hartree

***

No. 3
Here is C35H44IrNO3P2Si as an isolated structure from the Open Molecules 2025 dataset. Energies are from ωB97M-V with the def2-TZVPD basis set.

Structure (XYZ):
```
87
Properties=species:S:1:pos:R:3
C -0.2266 -2.4012 1.8897
H -2.1884 -0.2732 -4.2387
C -3.2527 1.5959 2.3572
H -1.5673 1.4353 -2.1942
H -3.0800 1.9126 3.3920
H -0.0627 5.2031 -0.1528
H -1.7506 -0.9563 2.4197
H 0.7750 -2.2393 -1.9914
C 2.2476 -0.8449 5.2945
C -3.6702 0.8056 -0.2810
C 0.1318 -3.7501 1.9451
H -3.8323 0.6067 -1.3413
C -2.3631 1.0197 0.1706
H -1.2507 -2.7479 -0.3015
H -2.7485 -5.0674 3.2041
H -5.4069 1.4157 2.6139
C 1.7844 2.7341 0.5598
H -3.5331 -0.8616 -3.2213
H -0.2605 5.0658 -3.9940
H -2.9008 -2.1291 -0.5461
H 1.5931 -3.3420 -0.4505
C 1.6093 1.8131 -2.8220
C 3.7550 -1.2350 1.1256
O 0.4807 0.0990 0.4817
C 1.3926 -0.3516 3.0815
H 0.9696 2.3137 5.1236
C 2.0082 -1.2333 3.9716
C 2.5332 -2.8833 -0.1462
H -1.5365 4.3730 -0.8165
C 1.0172 0.9179 3.5077
C 1.4718 2.9526 -2.0070
H -1.0499 4.1379 0.8969
C -1.4739 -2.0086 2.3931
C 1.8727 0.4351 5.7198
H -1.1734 1.7747 1.8132
H 0.1192 -2.3182 -3.6165
H 2.6170 2.8197 -4.4683
P -1.3595 -1.2612 -2.1731
H 5.8994 -1.3185 0.9719
C -0.6722 4.2814 -0.1314
H 3.7243 -4.2312 -1.3235
H 5.8992 -3.2592 -0.5911
C 0.2788 -1.6561 -2.7735
C 2.2962 1.8567 -4.0689
C -4.7607 0.9371 0.5977
N 0.8957 0.6641 -2.5041
H 2.3347 1.8308 0.2692
C 4.9571 -2.8476 -0.2257
Si 0.9872 -1.0796 1.4248
H 2.0563 0.7579 6.7443
C -2.0411 -4.3136 2.8588
H 2.2329 -1.4659 -4.6729
C -2.3835 -2.9594 2.8496
C 2.6591 0.6723 -4.6670
C -0.7833 -4.7057 2.3969
Ir -0.6711 0.7040 -1.0598
C 2.5386 -1.8026 0.7374
H 3.7664 -0.3802 1.8049
C -1.9966 -2.4826 -1.0555
H 2.0050 3.8678 -2.2797
O -0.9420 5.3686 -4.6284
C 2.0798 -0.5106 -4.1868
C 4.9606 -1.7666 0.6575
H -1.7855 0.7307 -2.4300
H -3.3601 -2.6475 3.2102
C 1.1100 -0.4633 -3.1852
C -2.1708 1.5055 1.4634
H 3.3472 0.6276 -5.5041
H 0.5233 1.5805 2.8064
H -3.1341 3.7909 -3.0967
H -1.0852 4.6245 -5.2640
H 2.3960 3.6144 0.3240
H -2.2234 -3.3548 -1.6753
O -3.9216 3.4814 -2.6267
H -3.9579 4.0014 -1.7664
C 1.2664 1.3121 4.8215
C 3.7401 -3.4007 -0.6241
H -0.4928 -5.7580 2.3944
C -4.5571 1.3168 1.9305
H 1.5191 2.7039 1.6163
C -2.5084 -1.0741 -3.5613
H 2.3072 -2.2394 3.6570
P 0.3785 2.8352 -0.5921
H 1.1314 -4.0591 1.6265
H -2.4804 -2.0326 -4.0884
H 2.7184 -1.5339 5.9967
H -5.7717 0.7506 0.2241
```

Values from the calculation:
strongest force on any atom = 4.01 eV/Å
HOMO-LUMO gap (alpha / beta) = 4.6053 / 6.4940 eV
multiplicity = 5
<S²> = 6.04
HOMO level (alpha / beta) = -0.1591 / -0.2967 hartree

***

No. 4
Here is a 2-piece molecular cluster, C2H4N2S overall from the Open Molecules 2025 dataset. Energies are from ωB97M-V with the def2-TZVPD basis set.

Structure (XYZ):
```
9
Properties=species:S:1:pos:R:3
N -1.3618 1.4177 0.1555
C 1.4515 -1.2894 0.0348
H 2.4521 -1.9904 0.0594
N 1.4976 -0.0766 0.0702
H -2.4407 1.6819 0.0696
H 0.4146 -1.8247 0.2512
C -0.9502 0.1861 -0.0434
S -1.4508 -1.3452 -0.0145
H -0.7647 2.2215 -0.0719
```

Values from the calculation:
strongest force on any atom = 3.15 eV/Å
HOMO-LUMO gap (alpha / beta) = 7.8720 / 8.1093 eV
ΔE to the lowest compared entry with this formula, charge and spin = 84.9 kcal per mole
HOMO level (alpha / beta) = -0.2928 / -0.3094 hartree

***

No. 5
Here is C8H9N2 as an isolated structure from the Open Molecules 2025 dataset. Energies are from ωB97M-V with the def2-TZVPD basis set.

Structure (XYZ):
```
19
Properties=species:S:1:pos:R:3
C -0.0313 -1.4479 -2.7160
H -0.5227 0.7772 -2.6501
H -0.7788 2.0485 3.6626
H 0.9632 -2.7412 -1.2762
C -0.5887 -0.0097 0.9650
H -1.0121 0.2856 3.9837
C 0.2755 -0.0043 -2.5075
C -1.0876 1.1079 3.1759
H 1.0910 0.3662 -3.2386
C 0.4489 -1.8589 -1.6207
H -0.6484 -1.8636 -3.4896
H -2.1771 1.2080 2.8413
C 0.8724 1.3183 1.6086
N 1.6175 1.3673 0.6944
C 0.3850 0.0281 0.0166
H 2.0782 -0.6257 -1.1824
H -1.5745 -0.4046 0.9159
N -0.2874 0.8820 2.0060
C 0.9770 -0.4331 -1.1890
```

Values from the calculation:
strongest force on any atom = 5.01 eV/Å
HOMO-LUMO gap = 7.7199 eV
total charge = +1
ΔE to the lowest compared entry with this formula, charge and spin = 134.4 kcal per mole
HOMO level = -0.5082 hartree

***

No. 6
Here is C3H5O3Yb as an isolated structure from the Open Molecules 2025 dataset. Energies are from ωB97M-V with the def2-TZVPD basis set.

Structure (XYZ):
```
12
Properties=species:S:1:pos:R:3
H -1.8781 1.2440 1.1038
H -0.3588 1.7641 0.4424
H -1.0478 0.5884 -1.4733
Yb 3.7262 -0.5048 0.1808
H -2.1016 -0.4982 -0.5009
O -0.1836 -1.1200 -0.6903
H -0.6071 0.1505 1.5470
O 1.4550 0.3106 -0.1317
C 1.0630 -0.8781 -0.4128
O 1.8581 -1.8298 -0.1803
C -0.8054 0.7918 0.6799
C -1.1200 -0.0186 -0.5646
```

Values from the calculation:
strongest force on any atom = 2.83 eV/Å
HOMO-LUMO gap (alpha / beta) = 9.9152 / 5.2218 eV
multiplicity = 2
<S²> = 0.76
total charge = +2
ΔE to the lowest compared entry with this formula, charge and spin = 27.1 kcal per mole
HOMO level (alpha / beta) = -0.7217 / -0.6895 hartree

***

No. 7
Here is one molecule with the formula C5H6N2O from the Open Molecules 2025 dataset. Energies are from ωB97M-V with the def2-TZVPD basis set.

Structure (XYZ):
```
14
Properties=species:S:1:pos:R:3
C 0.6135 0.2623 0.1576
N -0.6707 -0.0440 -0.1735
C -1.4356 0.9335 0.3724
C -0.5396 1.8240 0.9226
H -1.0457 -2.0476 0.2223
H 1.0168 -2.6918 -0.7549
H -2.5321 0.8448 0.3465
C 0.7074 -1.6161 -0.9733
C -0.7631 -1.3859 -0.6203
H 0.8261 -1.3074 -1.9834
N 0.7513 1.3846 0.7980
H -1.5984 -1.4510 -1.3358
O 1.5005 -0.6966 -0.1834
H -0.7306 2.7341 1.4473
```

Values from the calculation:
strongest force on any atom = 1.94 eV/Å
HOMO-LUMO gap = 8.9003 eV
structure (SMILES) = c1cn2c(n1)OCC2
ΔE to the lowest compared entry with this formula, charge and spin = 15.8 kcal per mole
HOMO level = -0.2993 hartree

***

No. 8
Here is one molecule with the formula C11H22N4O4 from the Open Molecules 2025 dataset. Energies are from ωB97M-V with the def2-TZVPD basis set.

Structure (XYZ):
```
41
Properties=species:S:1:pos:R:3
H -3.6483 -1.9091 0.8691
N 4.3242 -0.0264 -0.9134
C -4.5056 -0.2704 -0.4483
H -3.7289 2.7566 0.2378
C 4.8418 1.0296 -0.1263
H -2.6368 -2.0857 -1.0791
N -4.3779 2.0567 0.1548
H -4.2593 -0.9039 -1.2737
H 3.4116 2.6847 -0.1848
H 2.2710 1.5864 1.8759
H 2.2204 0.8032 -1.2272
H -0.4085 -2.6377 -1.1246
C -2.1676 -0.5705 0.1554
N 0.1187 -0.9640 1.0576
H -5.5486 -0.3562 -0.1533
C 1.6647 0.8494 -0.1545
H 5.7469 1.5264 -0.5328
C -3.6040 -0.7552 0.6198
C -4.2009 1.1054 -0.7444
H 4.7909 -0.2414 -1.7562
H -0.1063 -0.3252 -0.8835
O -3.5729 1.4967 -1.6880
H -3.9470 -0.3556 1.5768
H 3.1275 -0.0492 1.4062
N -1.8371 -1.6069 -0.8893
H 4.0677 -0.8997 -0.5165
C 1.3693 -1.8069 -0.6178
C 2.6946 0.9887 0.9336
O -1.6821 -1.4943 2.4374
H -1.8905 0.4263 -0.0745
C 0.6679 -0.5226 -0.1278
O 2.5420 -2.0088 -0.4881
H -1.7592 -1.1879 -1.7894
H 5.3946 0.6061 0.7032
C -1.2620 -0.9545 1.4534
O 0.6020 -2.8023 -1.0880
H -4.9864 1.9352 0.9872
H 4.4314 2.3339 1.3091
H 1.2449 1.9065 -0.1701
H 0.7523 -1.2544 1.7861
C 3.8454 1.8968 0.4881
```

Values from the calculation:
strongest force on any atom = 5.98 eV/Å
HOMO-LUMO gap = 8.6321 eV
structure (SMILES) = NCCCC[C@H](NC(=O)[C@@H](N)CCC(N)=O)C(=O)O
ΔE to the lowest compared entry with this formula, charge and spin = 103.8 kcal per mole
HOMO level = -0.3016 hartree